# 1
{"formula": "C4H7FN2", "method": "wB97M-V/def2-TZVPD", "gap_ev": 10.4, "lumo_ev": 0.89, "energy_ev": -9957.58770, "homo_ev": -9.55, "molar_mass_da": 102.1, "smiles": "CN1CC=N[C@H]1F", "elements": ["C", "N", "C", "C", "N", "C", "F", "H", "H", "H", "H", "H", "H", "H"], "xyz": [[-1.70, 0.11, 0.41], [-0.45, -0.11, -0.28], [0.50, 0.91, -0.70], [1.76, 0.15, -0.70], [1.74, -0.93, -0.06], [0.32, -1.05, 0.42], [0.46, -0.90, 1.82], [-2.13, 0.87, -0.30], [-2.12, -0.95, 0.30], [-1.43, 0.31, 1.45], [0.64, 1.76, 0.02], [0.06, 1.33, -1.61], [2.61, 0.51, -1.18], [-0.27, -2.02, 0.42]]}

***

# 2
{"formula": "C49H51As2I2KN3O3", "method": "wB97M-V/def2-TZVPD", "gap_ev": 6.6, "lumo_ev": 1.98, "energy_ev": -216457.13053, "homo_ev": -4.61, "molar_mass_da": 1172.7, "charge": -1, "elements": ["K", "I", "C", "C", "C", "I", "C", "O", "C", "C", "N", "C", "C", "C", "C", "C", "C", "N", "C", "H", "H", "H", "H", "H", "H", "H", "H", "H", "H", "H", "C", "C", "As", "C", "C", "C", "C", "H", "H", "H", "H", "H", "H", "H", "H", "H", "H", "H", "H", "H", "H", "H", "O", "As", "C", "C", "C", "C", "C", "C", "C", "C", "C", "C", "C", "C", "C", "C", "C", "C", "C", "C", "H", "H", "H", "H", "H", "H", "H", "H", "H", "H", "H", "H", "H", "H", "H", "N", "C", "C", "C", "C", "C", "C", "C", "C", "C", "H", "H", "H", "H", "C", "C", "C", "O", "H", "H", "H", "H", "H", "H"], "xyz": [[0.24, -0.60, 0.98], [7.78, 2.72, 1.97], [5.87, 2.01, 1.60], [4.90, 2.07, 2.59], [3.62, 1.61, 2.32], [2.15, 1.62, 3.79], [3.23, 1.09, 1.05], [2.05, 0.72, 0.78], [4.29, 0.99, 0.08], [3.96, 0.31, -1.23], [3.48, -1.07, -1.13], [4.29, -1.94, -0.30], [3.53, -3.21, 0.03], [4.15, -4.45, 0.07], [3.41, -5.56, 0.43], [2.07, -5.40, 0.75], [1.52, -4.13, 0.68], [2.23, -3.05, 0.32], [5.56, 1.44, 0.37], [5.13, 2.47, 3.57], [4.84, 0.34, -1.87], [3.17, 0.87, -1.74], [2.56, -1.06, -0.69], [4.58, -1.48, 0.65], [5.22, -2.20, -0.82], [5.20, -4.53, -0.18], [3.88, -6.54, 0.47], [1.45, -6.24, 1.05], [0.49, -3.93, 0.94], [6.33, 1.35, -0.39], [-2.27, -5.07, -1.14], [-1.20, -4.45, -2.03], [-0.89, -2.59, -1.54], [0.59, -2.22, -2.79], [0.38, -2.43, -4.28], [-2.39, -1.70, -2.48], [-3.06, -2.44, -3.63], [-2.47, -6.11, -1.39], [-3.23, -4.54, -1.23], [-2.00, -5.02, -0.09], [-1.45, -4.53, -3.09], [-0.24, -4.95, -1.89], [1.42, -2.83, -2.41], [0.88, -1.19, -2.58], [0.06, -3.45, -4.53], [1.32, -2.25, -4.82], [-0.36, -1.74, -4.69], [-1.98, -0.73, -2.78], [-3.12, -1.48, -1.70], [-2.36, -2.70, -4.42], [-3.85, -1.83, -4.07], [-3.52, -3.38, -3.30], [-0.47, 0.45, -0.89], [-0.38, 2.07, -1.30], [-1.95, 3.07, -0.82], [-3.16, 2.41, -0.97], [-4.34, 3.06, -0.63], [-4.31, 4.36, -0.14], [-3.09, 5.01, 0.00], [-1.90, 4.37, -0.34], [1.13, 3.15, -0.80], [2.09, 3.48, -1.75], [3.18, 4.26, -1.38], [3.30, 4.72, -0.08], [2.32, 4.41, 0.86], [1.23, 3.62, 0.51], [-0.45, 2.11, -3.23], [0.47, 1.30, -3.91], [0.39, 1.16, -5.29], [-0.61, 1.81, -6.00], [-1.53, 2.61, -5.33], [-1.45, 2.76, -3.94], [-3.19, 1.39, -1.35], [-5.29, 2.54, -0.74], [-5.23, 4.86, 0.13], [-3.06, 6.03, 0.38], [-0.96, 4.88, -0.21], [2.01, 3.13, -2.77], [3.94, 4.49, -2.11], [4.16, 5.31, 0.21], [2.41, 4.75, 1.88], [0.50, 3.35, 1.26], [1.24, 0.77, -3.37], [1.10, 0.53, -5.80], [-0.68, 1.69, -7.07], [-2.31, 3.12, -5.88], [-2.17, 3.39, -3.44], [-4.70, -0.10, 9.14], [-4.16, -0.48, 8.20], [-3.45, -0.97, 7.02], [-4.14, -1.69, 6.05], [-3.49, -2.15, 4.92], [-2.12, -1.89, 4.72], [-1.44, -1.18, 5.72], [-2.10, -0.72, 6.85], [-1.45, -2.29, 3.52], [-0.96, -2.54, 2.41], [-5.20, -1.89, 6.19], [-4.03, -2.71, 4.17], [-0.39, -0.98, 5.58], [-1.55, -0.17, 7.61], [-2.49, 2.11, 3.69], [-2.03, 1.51, 2.39], [-2.82, 0.35, 1.85], [-1.05, 1.94, 1.82], [-3.37, 2.73, 3.48], [-1.71, 2.72, 4.12], [-2.81, 1.33, 4.39], [-3.87, 0.40, 2.14], [-2.39, -0.56, 2.28], [-2.71, 0.27, 0.76]]}